{
  "formula": "C5H10S2",
  "method": "wB97M-V/def2-TZVPD",
  "e_tot_ha": -992.77252,
  "de_lowest_ev": 2.470,
  "homo_lumo_gap_ev": 9.7,
  "spin_multiplicity": 1,
  "e_homo_ev": -8.9359,
  "symbols": ["C", "C", "C", "S", "H", "H", "H", "H", "C", "C", "S", "H", "H", "H", "H", "H", "H"],
  "positions_angstrom": [[0.9872, -1.2182, -1.1970], [0.1054, -0.4337, -1.4317], [-0.9468, 0.5322, -1.7370], [-1.8101, 0.2122, -3.3134], [1.7614, -1.9180, -0.9874], [-1.7279, 0.4987, -0.9704], [-0.5428, 1.5446, -1.7357], [-0.7074, 0.2231, -4.0835], [0.2907, -0.7823, 2.1794], [0.4940, 0.2380, 1.0675], [0.7563, 1.9364, 1.6662], [0.1813, -1.7866, 1.7617], [-0.6103, -0.5587, 2.7576], [1.1355, -0.7834, 2.8666], [-0.3425, 0.2281, 0.3649], [1.3973, 0.0054, 0.4931], [-0.4211, 2.0623, 2.2991]],
  "nbo_charge": [-0.256, -0.009, -0.611, -0.002, 0.245, 0.247, 0.254, 0.128, -0.622, -0.484, -0.059, 0.212, 0.205, 0.215, 0.199, 0.227, 0.111]
}